# 1
{"formula": "C6H11N", "method": "the ωB97M-V functional and the def2-TZVPD basis", "fmax_ev_per_a": 1.13, "multiplicity": 1, "total_charge": 0, "e_above_lowest_kcal_mol": 39.1, "lumo_energy_ev": 1.21, "smiles": "C/C=C/C=C/NC", "homo_lumo_gap_ha": 0.3428, "symbols": ["C", "C", "C", "C", "C", "N", "C", "H", "H", "H", "H", "H", "H", "H", "H", "H", "H", "H"], "positions_angstrom": [[-2.463, 0.492, -2.628], [-1.138, 0.601, -1.924], [-0.885, 0.123, -0.709], [0.360, 0.375, 0.047], [1.008, -0.623, 0.640], [2.193, -0.522, 1.395], [1.969, -0.742, 2.819], [-2.257, 0.547, -3.699], [-3.010, -0.419, -2.406], [-3.027, 1.403, -2.410], [-0.440, 1.332, -2.325], [-1.693, -0.369, -0.187], [0.724, 1.399, 0.045], [0.576, -1.618, 0.572], [2.582, 0.396, 1.215], [1.209, -1.501, 2.920], [1.417, 0.100, 3.266], [2.873, -0.974, 3.369]], "atomic_forces_ev_per_a": [[0.86, 0.55, -0.49], [-0.39, 0.54, 0.81], [0.03, 0.39, -0.27], [-0.24, -0.12, -0.46], [-0.12, 0.07, 0.44], [0.01, 0.17, -0.47], [-0.92, 0.63, -0.09], [-0.26, -0.26, -0.10], [-0.12, 0.07, 0.16], [-0.33, -0.25, 0.10], [0.21, -0.32, -0.34], [0.02, -0.62, 0.02], [0.21, -0.06, 0.13], [0.09, -0.05, 0.20], [0.20, -0.06, 0.21], [0.20, -0.88, 0.06], [0.53, 0.26, 0.12], [0.04, -0.06, -0.01]]}


# 2
{"formula": "C6H9N3O3", "method": "the ωB97M-V functional and the def2-TZVPD basis", "fmax_ev_per_a": 2.64, "multiplicity": 1, "total_charge": 0, "e_above_lowest_kcal_mol": 0.0, "lumo_energy_ev": -0.81, "smiles": "CN[C@](N)(O)N1C(=O)C=CC1=O", "homo_lumo_gap_ha": 0.3114, "symbols": ["C", "N", "C", "N", "O", "N", "C", "O", "C", "C", "C", "O", "H", "H", "H", "H", "H", "H", "H", "H", "H"], "positions_angstrom": [[-1.519, 2.037, -1.596], [-1.070, 0.692, -1.286], [-0.151, 0.666, -0.109], [-0.844, 1.051, 1.099], [0.912, 1.488, -0.443], [0.466, -0.690, 0.305], [1.655, -0.865, 0.967], [2.360, 0.015, 1.401], [1.858, -2.343, 1.050], [0.831, -2.949, 0.462], [-0.119, -1.907, -0.027], [-1.178, -2.066, -0.567], [-2.304, 2.412, -0.925], [-0.662, 2.706, -1.558], [-1.905, 2.026, -2.614], [-1.837, 0.051, -1.120], [-1.263, 1.968, 1.003], [-0.208, 1.070, 1.887], [1.607, 1.411, 0.233], [2.724, -2.774, 1.515], [0.648, -3.998, 0.322]], "atomic_forces_ev_per_a": [[0.01, 0.12, -0.03], [1.57, -1.09, 1.41], [-0.20, 0.04, 0.50], [-0.23, -0.03, 0.04], [0.30, 0.18, -0.29], [-1.62, 1.02, -1.81], [-0.22, 0.00, -0.12], [0.21, 0.14, 0.10], [-0.15, -0.35, -0.12], [0.40, 0.02, 0.19], [0.07, 0.00, 0.14], [-0.04, -0.08, 0.00], [0.04, 0.02, -0.06], [-0.14, 0.04, -0.10], [-0.08, 0.12, 0.01], [0.11, 0.03, 0.05], [0.04, 0.05, -0.06], [0.01, 0.04, 0.04], [-0.19, -0.01, 0.00], [0.13, -0.05, 0.09], [-0.02, -0.18, 0.02]]}


# 3
{"formula": "C6H5BrClN4", "method": "the ωB97M-V functional and the def2-TZVPD basis", "fmax_ev_per_a": 6.38, "multiplicity": 1, "total_charge": 1, "e_above_lowest_kcal_mol": 0.0, "lumo_energy_ev": -5.51, "smiles": "[NH2+]=C1N=C[C@@]2(Br)C(Cl)=NC=CN12", "homo_lumo_gap_ha": 0.2933, "symbols": ["N", "C", "N", "C", "C", "Br", "C", "Cl", "N", "C", "C", "N", "H", "H", "H", "H", "H"], "positions_angstrom": [[-2.533, 0.724, -0.098], [-1.499, -0.094, -0.145], [-1.470, -1.309, -1.124], [-0.248, -1.673, -1.163], [0.568, -0.989, -0.124], [0.998, -2.312, 1.388], [1.858, -0.315, -0.576], [2.879, -1.051, -1.704], [2.250, 0.754, 0.014], [1.430, 1.461, 0.872], [0.206, 1.068, 1.159], [-0.362, 0.020, 0.477], [-3.344, 0.606, -0.711], [-2.444, 1.514, 0.559], [0.221, -2.438, -1.770], [1.784, 2.310, 1.142], [-0.292, 1.723, 1.804]], "atomic_forces_ev_per_a": [[0.88, -0.13, 0.63], [-1.36, -2.20, -2.68], [-0.42, 2.49, 0.94], [-0.48, 0.42, 1.54], [0.88, 0.06, 1.09], [-0.12, 0.69, -1.23], [0.09, 1.40, 2.23], [-0.22, -0.44, -0.18], [0.23, -0.73, -1.79], [-1.36, -5.78, -2.33], [0.34, 1.41, 0.17], [1.41, -2.10, -1.16], [0.46, -0.03, 0.45], [-0.57, -0.49, -0.76], [-0.52, -0.12, -0.16], [2.33, 5.27, 2.42], [-1.58, 0.31, 0.81]]}


What did the first record say?
{"formula": "C6H11N", "method": "the ωB97M-V functional and the def2-TZVPD basis", "fmax_ev_per_a": 1.13, "multiplicity": 1, "total_charge": 0, "e_above_lowest_kcal_mol": 39.1, "lumo_energy_ev": 1.21, "smiles": "C/C=C/C=C/NC", "homo_lumo_gap_ha": 0.3428, "symbols": ["C", "C", "C", "C", "C", "N", "C", "H", "H", "H", "H", "H", "H", "H", "H", "H", "H", "H"], "positions_angstrom": [[-2.463, 0.492, -2.628], [-1.138, 0.601, -1.924], [-0.885, 0.123, -0.709], [0.360, 0.375, 0.047], [1.008, -0.623, 0.640], [2.193, -0.522, 1.395], [1.969, -0.742, 2.819], [-2.257, 0.547, -3.699], [-3.010, -0.419, -2.406], [-3.027, 1.403, -2.410], [-0.440, 1.332, -2.325], [-1.693, -0.369, -0.187], [0.724, 1.399, 0.045], [0.576, -1.618, 0.572], [2.582, 0.396, 1.215], [1.209, -1.501, 2.920], [1.417, 0.100, 3.266], [2.873, -0.974, 3.369]], "atomic_forces_ev_per_a": [[0.86, 0.55, -0.49], [-0.39, 0.54, 0.81], [0.03, 0.39, -0.27], [-0.24, -0.12, -0.46], [-0.12, 0.07, 0.44], [0.01, 0.17, -0.47], [-0.92, 0.63, -0.09], [-0.26, -0.26, -0.10], [-0.12, 0.07, 0.16], [-0.33, -0.25, 0.10], [0.21, -0.32, -0.34], [0.02, -0.62, 0.02], [0.21, -0.06, 0.13], [0.09, -0.05, 0.20], [0.20, -0.06, 0.21], [0.20, -0.88, 0.06], [0.53, 0.26, 0.12], [0.04, -0.06, -0.01]]}